The molecule C5H7N at a distorted geometry. Source: OMol25; level of theory: wB97M-V/def2-TZVPD.

The geometry in XYZ format:
```
13
Properties=species:S:1:pos:R:3:forces:R:3:mulliken_charge:R:1
C 0.452991 -0.752560 -0.767341 7.41 -3.46 0.45 -0.53
H 0.848417 -0.461574 -1.666645 1.08 1.02 -2.42 0.36
N -0.440831 -0.545197 1.041937 -1.56 -4.92 3.86 -0.57
H -1.804902 -0.607301 -0.822820 0.86 -0.94 0.38 0.39
C -0.801759 -0.399621 -0.395091 -5.86 3.00 3.14 -0.18
H 0.817108 -1.820880 -0.591692 -1.14 0.87 -0.46 0.23
H 0.706886 2.481954 0.683482 -0.42 -2.31 -0.67 0.29
H -1.441210 1.745104 -0.950216 1.18 -0.78 2.50 0.26
C -0.781382 1.131954 -0.178886 -3.21 1.23 -5.97 -0.31
H -0.560397 -1.616076 1.438693 1.04 2.93 -1.60 0.27
H 1.696614 -0.506430 1.217196 2.02 0.00 1.03 0.47
C 0.978307 -0.074901 0.616044 -5.99 1.31 -2.63 -0.36
C 0.330157 1.425529 0.375340 4.57 2.06 2.40 -0.31
```
Forces are in eV/Å.

Properties
- energy relative to the best compared isomer or geometry (same formula, charge and spin) (kcal per mole) = 128.7
- M (u) = 81.1
- structure (SMILES) = C1=C[C@H]2C[C@@H]1N2
- electronic energy (eV) = -6782.931
- lowest unoccupied orbital energy (eV) = 1.10
- orbital gap (eV) = 9.4

The molecule C5H7N at a distorted geometry. Source: OMol25; level of theory: wB97M-V/def2-TZVPD.

The geometry in XYZ format:
```
13
Properties=species:S:1:pos:R:3:forces:R:3:mulliken_charge:R:1
C -0.125360 1.197494 0.026621 -7.57 2.24 2.51 -0.50
H 2.469642 0.923263 -0.088434 -0.26 -0.22 0.01 0.28
H -2.719337 1.270217 0.166146 0.91 -0.02 0.08 0.35
H -0.622331 2.051122 0.631228 3.31 -0.21 -1.04 0.24
C -1.663017 -0.623677 -0.025135 -0.21 0.34 0.22 -0.40
H -0.018650 -1.939593 -0.153675 -0.15 -0.22 -0.19 0.22
H 2.278025 -0.550619 -1.050502 0.16 -0.01 0.13 0.31
H -2.429500 -1.380349 -0.149825 0.13 0.05 0.17 0.37
H 2.403644 -0.648579 0.722765 0.13 -0.07 -0.09 0.33
C 0.539157 0.042337 -0.011908 -0.47 0.92 -0.09 0.53
N -0.343987 -0.992164 -0.114906 0.52 -1.13 -0.12 -0.08
C -1.769071 0.715705 0.156692 2.69 -1.06 -1.59 -0.43
C 2.000786 -0.065156 -0.109061 0.81 -0.61 0.02 -1.21
```
Forces are in eV/Å.

Properties
- energy relative to the best compared isomer or geometry (same formula, charge and spin) (kcal per mole) = 65.6
- M (u) = 81.1
- structure (SMILES) = Cc1ccc[nH]1
- electronic energy (eV) = -6785.669
- lowest unoccupied orbital energy (eV) = 1.02
- orbital gap (eV) = 9.6

The molecule C5H7N at a distorted geometry. Source: OMol25; level of theory: wB97M-V/def2-TZVPD.

The geometry in XYZ format:
```
13
Properties=species:S:1:pos:R:3:forces:R:3:mulliken_charge:R:1
H 2.516550 0.651785 1.268902 0.13 -0.02 0.01 0.22
C 2.372040 0.340606 0.240867 2.20 0.75 0.77 -0.46
C -2.459619 0.153874 -0.194312 -1.62 0.13 1.19 -1.14
C 1.121163 -0.151235 -0.101661 2.27 -0.59 0.57 -0.21
C -0.106149 -0.016307 -0.052505 0.23 -0.13 1.04 0.37
H -1.063877 0.329462 -1.823517 0.14 -0.12 0.98 0.27
C -1.130794 0.186388 -0.710393 -3.37 0.54 -4.22 0.10
H -2.410903 -0.010456 0.883650 -0.27 0.22 0.05 0.30
N 2.099639 -1.102428 -0.043195 1.25 -0.83 -0.02 -0.53
H -2.990592 -0.703430 -0.605411 -0.47 0.30 -0.25 0.29
H 2.974301 0.854494 -0.493867 0.19 -0.09 -0.06 0.22
H 2.037870 -1.680670 0.791095 0.10 0.07 -0.12 0.26
H -2.901249 1.124709 -0.415545 -0.79 -0.24 0.06 0.31
```
Forces are in eV/Å.

Properties
- energy relative to the best compared isomer or geometry (same formula, charge and spin) (kcal per mole) = 98.9
- M (u) = 81.1
- structure (SMILES) = CC=C=C1CN1
- electronic energy (eV) = -6784.223
- lowest unoccupied orbital energy (eV) = 0.85
- orbital gap (eV) = 9.5

A cluster of 2 separate species, C5H7N in total at a distorted geometry. Source: OMol25; level of theory: wB97M-V/def2-TZVPD.

The geometry in XYZ format:
```
13
Properties=species:S:1:pos:R:3:forces:R:3:mulliken_charge:R:1
H 2.412433 0.923526 0.311768 -0.05 -0.07 -0.12 0.28
H -1.942415 -1.444139 0.090514 0.05 0.17 -0.15 0.14
C -0.304004 1.288960 -0.148753 0.27 -0.11 0.48 -0.27
C 1.884403 0.109966 -0.174863 0.89 0.31 -0.43 -0.94
H -2.241881 0.910075 0.872543 0.12 -0.03 -0.05 0.36
H 0.159821 -1.880281 -1.161797 0.00 0.14 0.05 0.35
N -1.239527 -0.743762 -0.091973 -1.62 0.51 0.51 0.01
H 2.441028 -0.803368 -0.360716 -0.10 0.11 0.02 0.26
H -0.201495 -0.643915 1.730012 0.09 -0.08 0.41 -0.04
H -0.042514 2.308943 0.092039 -0.04 -0.11 -0.04 0.40
C 0.609962 0.270395 -0.634787 -0.19 -0.35 0.01 0.76
C -1.356109 0.601968 0.337295 -0.52 -0.41 -0.48 -0.72
C -0.179700 -0.898373 -0.861286 1.11 -0.08 -0.21 -0.60
```
Forces are in eV/Å.

Properties
- energy relative to the best compared isomer or geometry (same formula, charge and spin) (kcal per mole) = 124.5
- M (u) = 81.1
- electronic energy (eV) = -6783.114
- lowest unoccupied orbital energy (alpha / beta) (eV) = 0.13 / 0.40
- orbital gap (alpha / beta) (eV) = 6.5 / 8.9

The molecule C5H7N at a distorted geometry. Source: OMol25; level of theory: wB97M-V/def2-TZVPD.

The geometry in XYZ format:
```
13
Properties=species:S:1:pos:R:3:forces:R:3:mulliken_charge:R:1
C 1.887525 -0.261201 0.549217 0.99 -0.32 0.66 0.28
C -0.310757 0.513049 -0.077602 0.04 -1.80 2.73 0.45
H -1.279640 -0.231551 -1.913338 0.01 -0.04 0.49 0.28
H 1.638199 1.069814 -1.040980 -0.43 -0.05 0.15 0.32
H -1.103875 -0.443518 2.182636 0.36 0.69 -1.06 0.27
C 1.106684 0.217888 -0.591420 0.00 -0.17 0.09 -0.55
C -0.626229 -0.709374 1.207148 -0.59 1.02 -0.76 -0.76
H -2.276803 0.989841 -0.968153 0.23 -0.19 0.26 0.30
H 1.068602 -0.564179 -1.359466 0.02 0.03 0.21 0.26
N 2.500406 -0.619013 1.461379 -0.41 0.32 -0.79 -0.43
H -0.366018 1.464977 0.460620 0.15 -0.31 0.07 0.26
H -0.854901 -1.797196 1.095599 0.49 0.94 -1.05 0.28
C -1.383197 0.370463 -1.005637 -0.84 -0.13 -1.00 -0.96
```
Forces are in eV/Å.

Properties
- energy relative to the best compared isomer or geometry (same formula, charge and spin) (kcal per mole) = 113.0
- M (u) = 81.1
- electronic energy (eV) = -6783.611
- lowest unoccupied orbital energy (alpha / beta) (eV) = -0.25 / 0.21
- orbital gap (alpha / beta) (eV) = 8.4 / 8.7

The molecule C5H7N at a distorted geometry. Source: OMol25; level of theory: wB97M-V/def2-TZVPD.

The geometry in XYZ format:
```
13
Properties=species:S:1:pos:R:3:forces:R:3:mulliken_charge:R:1
H -1.125763 1.653985 1.061646 0.12 -0.11 0.03 0.42
C -0.795647 0.874652 0.374087 0.50 0.39 0.41 0.30
H 2.202454 -0.035992 -0.449663 -0.15 0.05 0.22 0.41
C 0.276552 1.115367 -0.592445 -1.74 0.00 -0.11 -0.65
H -1.609940 -0.326694 -1.034774 0.03 -0.09 0.20 0.27
N -1.690538 0.625283 -0.690490 0.94 0.33 -0.98 -0.75
C 0.382485 -1.298224 0.013341 -0.32 -0.14 -0.48 -0.62
H -0.315583 -1.685324 -0.736660 0.14 0.05 0.11 0.18
H 0.072193 -0.478966 2.087023 0.11 0.06 -0.14 0.37
C -0.070765 -0.326669 1.022823 1.34 0.10 -0.55 -0.39
H 1.014313 -2.097600 0.405575 -0.09 0.25 -0.05 0.27
H 0.534297 2.008990 -1.147768 -0.22 -0.15 0.10 0.39
C 1.125936 -0.028805 -0.312691 -0.66 -0.75 1.24 -0.19
```
Forces are in eV/Å.

Properties
- energy relative to the best compared isomer or geometry (same formula, charge and spin) (kcal per mole) = 125.5
- M (u) = 81.1
- electronic energy (eV) = -6783.072
- lowest unoccupied orbital energy (alpha / beta) (eV) = 0.51 / 0.52
- orbital gap (alpha / beta) (eV) = 8.1 / 8.0

The molecule C5H7N. Source: OMol25; level of theory: wB97M-V/def2-TZVPD.

The geometry in XYZ format:
```
13
Properties=species:S:1:pos:R:3:forces:R:3:mulliken_charge:R:1
H -2.154424 0.157730 -0.619607 0.06 -0.04 0.12 0.32
N -0.430858 -0.169102 0.606952 -0.06 -0.10 0.04 -0.29
H 0.546787 1.488412 1.572590 -0.05 -0.09 -0.17 0.24
H -2.431786 -0.645639 0.956558 0.06 0.05 -0.11 0.27
C -1.737195 -0.549566 0.117544 -0.20 -0.03 -0.05 -0.80
H 3.603408 -1.624127 -0.634661 -0.05 0.19 0.02 0.40
H -1.636982 -1.529399 -0.360904 -0.11 0.15 0.06 0.29
C 2.758606 -0.978199 -0.549723 -0.35 0.26 0.07 0.23
C 0.483438 0.358957 -0.384644 0.09 -0.09 -0.22 -0.18
H -0.779580 1.978155 0.394714 0.11 -0.16 0.04 0.28
H 0.063074 0.586003 -1.367896 0.05 -0.09 0.15 0.35
C 1.775271 -0.292175 -0.442174 0.41 -0.25 -0.06 -0.81
C -0.059759 1.218951 0.711251 0.02 0.19 0.10 -0.31
```
Forces are in eV/Å.

Properties
- energy relative to the best compared isomer or geometry (same formula, charge and spin) (kcal per mole) = 75.6
- M (u) = 81.1
- structure (SMILES) = C#C[C@@H]1CN1C
- electronic energy (eV) = -6785.233
- lowest unoccupied orbital energy (eV) = 1.11
- orbital gap (eV) = 10.5

The molecule C5H7N at a distorted geometry. Source: OMol25; level of theory: wB97M-V/def2-TZVPD.

The geometry in XYZ format:
```
13
Properties=species:S:1:pos:R:3:forces:R:3:mulliken_charge:R:1
C 2.870670 -0.667284 0.084396 -4.08 3.87 0.38 -0.14
H -1.318214 -0.879575 -0.682463 -0.24 -0.26 -0.64 0.37
C -0.532132 1.461192 -0.116828 1.70 -1.23 -1.24 -1.32
H -0.982497 1.919393 0.693364 -0.68 0.53 2.18 0.30
C 0.352982 0.216997 0.062040 -3.29 1.44 -0.31 0.83
C 1.633596 0.278369 0.126650 3.00 -4.42 -0.24 0.20
H 0.143426 2.162807 -0.548778 0.00 1.05 -0.62 0.34
H 3.388618 -1.574255 0.123417 1.12 -0.80 -0.05 0.35
H 0.270216 -1.899319 -0.401155 -1.68 1.33 0.21 0.28
N 2.978124 0.615919 0.149888 1.87 0.25 0.01 -0.59
H -0.792335 -1.329191 0.903615 -0.49 -0.33 0.75 0.28
H -1.335685 1.200731 -0.785143 -0.15 0.14 -0.57 0.35
C -0.455779 -1.044328 -0.069864 2.92 -1.58 0.13 -1.26
```
Forces are in eV/Å.

Properties
- energy relative to the best compared isomer or geometry (same formula, charge and spin) (kcal per mole) = 96.2
- M (u) = 81.1
- structure (SMILES) = CC(C)=C1C=N1
- electronic energy (eV) = -6784.342
- lowest unoccupied orbital energy (eV) = 0.93
- orbital gap (eV) = 9.5